Computed, not measured: the molecule C5H10N2S, with ωB97M-V with the def2-TZVPD basis set.

Positions of all 18 atoms, in Å:
H 0.476 -1.982 -1.379
N 1.258 -2.087 -0.759
C 1.467 -0.986 -0.135
N 2.540 -0.870 0.770
C 0.623 0.323 -0.200
C 1.478 1.569 -0.350
C -0.703 0.420 -0.115
S -1.786 -0.969 -0.074
C -3.373 -0.189 0.236
H 2.271 -0.584 1.702
H 3.003 -1.777 0.864
H 1.964 1.500 -1.312
H 2.253 1.716 0.423
H 0.890 2.463 -0.532
H -1.181 1.404 -0.097
H -3.909 0.152 -0.715
H -4.043 -0.823 0.818
H -3.227 0.721 0.855

SMILES = [H]/N=C(N)\C(C)=C/SC
Energy relative to the best compared isomer or geometry (same formula, charge and spin) = 1.029 eV
LUMO = 0.891 eV
Molar mass = 130.22 Da
Frontier orbital gap = 9.149 eV
Calculated total energy = -19161.877 eV

---

Computed, not measured: the molecule C14H17ClN4S, with ωB97M-V with the def2-TZVPD basis set.

Positions of all 37 atoms, in Å:
H -0.970 -2.943 2.369
N -0.477 -2.764 1.504
C -0.922 -1.825 0.799
N -0.472 -1.523 -0.437
C 0.702 -2.211 -0.955
C 1.951 -1.456 -0.590
C 2.471 -0.495 -1.447
C 3.565 0.267 -1.077
C 4.135 0.069 0.169
Cl 5.491 1.036 0.651
C 3.631 -0.885 1.040
C 2.540 -1.643 0.655
S -2.310 -0.760 1.331
C -3.300 -0.545 -0.200
C -3.651 0.906 -0.500
C -2.502 1.712 -1.117
C -1.372 1.926 -0.169
C -1.299 2.732 0.933
N -0.054 2.535 1.462
C 0.571 1.634 0.678
N -0.191 1.257 -0.312
H -0.480 -0.521 -0.663
H 0.712 -3.212 -0.523
H 0.596 -2.273 -2.042
H 2.015 -0.332 -2.412
H 3.969 1.013 -1.744
H 4.087 -1.027 2.008
H 2.126 -2.379 1.326
H -4.212 -1.117 -0.026
H -2.737 -1.000 -1.012
H -4.488 0.906 -1.203
H -3.984 1.392 0.419
H -2.893 2.682 -1.435
H -2.120 1.191 -1.997
H -2.008 3.404 1.370
H 0.312 2.970 2.293
H 1.566 1.277 0.853

SMILES = [H]/N=C(/NCc1ccc(Cl)cc1)SCCCc1c[nH]cn1
LUMO = 0.639 eV
Molar mass = 308.84 Da
Frontier orbital gap = 8.937 eV
Calculated total energy = -44112.674 eV

---

Computed, not measured: the molecule C24H26N4O5S, with ωB97M-V with the def2-TZVPD basis set.

Positions of all 60 atoms, in Å:
C -0.899 -4.879 0.652
C -1.643 -3.737 1.346
C -2.171 -2.739 0.354
C -1.292 -2.005 -0.431
C -1.748 -1.074 -1.348
C -3.113 -0.870 -1.499
O -3.687 0.026 -2.380
C -2.858 0.972 -3.002
C -2.209 1.869 -2.004
N -0.949 2.073 -1.817
N -0.822 2.912 -0.771
C -2.028 3.173 -0.367
S -2.501 4.138 0.980
C -0.841 4.548 1.607
C 0.074 3.330 1.735
O 1.245 3.404 1.457
N -0.539 2.222 2.221
C 0.074 0.954 2.233
C -0.076 0.096 3.314
C 0.568 -1.130 3.303
C 1.367 -1.494 2.234
C 1.512 -0.636 1.149
C 2.277 -1.090 -0.052
O 2.062 -2.192 -0.538
N 3.182 -0.240 -0.578
C 3.607 1.045 -0.067
C 3.319 2.125 -1.119
O 3.949 1.815 -2.343
C 3.510 0.570 -2.836
C 3.816 -0.556 -1.843
C 0.836 0.575 1.137
O -2.964 2.550 -1.107
C -4.004 -1.610 -0.730
C -3.534 -2.532 0.184
H -0.550 -5.602 1.385
H -0.041 -4.496 0.107
H -1.556 -5.386 -0.051
H -0.956 -3.230 2.029
H -2.470 -4.142 1.933
H -0.231 -2.167 -0.337
H -1.027 -0.524 -1.931
H -2.076 0.510 -3.616
H -3.526 1.557 -3.642
H -0.370 5.263 0.934
H -1.002 5.015 2.580
H -1.467 2.303 2.613
H -0.690 0.386 4.154
H 0.450 -1.801 4.141
H 1.875 -2.446 2.223
H 3.111 1.290 0.869
H 4.691 1.001 0.101
H 3.721 3.085 -0.795
H 2.234 2.223 -1.267
H 4.037 0.408 -3.777
H 2.426 0.603 -3.024
H 3.422 -1.510 -2.196
H 4.899 -0.635 -1.698
H 0.876 1.226 0.279
H -5.062 -1.446 -0.865
H -4.241 -3.096 0.776

SMILES = CCc1ccc(OCc2nnc(SCC(=O)Nc3cccc(C(=O)N4CCOCC4)c3)o2)cc1
Energy relative to the best compared isomer or geometry (same formula, charge and spin) = 1.825 eV
LUMO = 0.278 eV
Molar mass = 482.56 Da
Frontier orbital gap = 8.604 eV
Calculated total energy = -52343.127 eV

---

Computed, not measured: a structure of composition C4H6N4, with ωB97M-V with the def2-TZVPD basis set.

Positions of all 14 atoms, in Å:
C -0.460 -1.069 0.145
C 0.271 -0.614 -1.221
C 1.277 1.925 1.002
C 0.288 0.198 0.691
H -2.322 -1.577 -0.449
H -2.345 -0.713 0.829
H -0.117 -2.001 0.490
H 1.014 -1.206 -1.872
H -0.529 -0.242 -1.956
H 1.901 2.679 1.516
N -1.812 -0.712 -0.022
N 0.823 0.571 -0.501
N 1.510 1.790 -0.329
N 0.501 0.971 1.677

Energy relative to the best compared isomer or geometry (same formula, charge and spin) = 3.165 eV
LUMO = 0.731 eV
Molar mass = 110.12 Da
Frontier orbital gap = 10.241 eV
Calculated total energy = -10202.775 eV

---

Computed, not measured: a cluster of 2 separate species, CH4NO2SSi in total, with ωB97M-V with the def2-TZVPD basis set.

Positions of all 10 atoms, in Å:
C -2.035 0.490 -0.365
N 1.560 1.061 0.510
O -2.911 -0.149 -0.928
O -1.877 1.406 0.335
Si -0.196 -0.574 -0.055
S 1.058 -2.254 -0.728
H 1.151 1.403 1.343
H 1.128 1.749 -0.178
H -0.131 -1.218 1.372
H 2.254 -1.914 -1.306

Energy relative to the best compared isomer or geometry (same formula, charge and spin) = 3.625 eV
LUMO = 3.269 eV
Molar mass = 122.20 Da
Frontier orbital gap = 7.340 eV
Total charge = -1
Calculated total energy = -25400.184 eV

---

Computed, not measured: the molecule C3H8N2O2, with ωB97M-V with the def2-TZVPD basis set.

Positions of all 15 atoms, in Å:
N 2.357 0.968 -0.361
C 0.999 0.815 -0.166
O 0.370 1.616 0.519
N 0.468 -0.268 -0.817
C -0.870 -0.819 -0.598
C -1.387 -0.698 0.833
O -1.980 0.536 1.112
H 2.756 1.602 0.317
H 2.874 0.110 -0.470
H 0.854 -0.422 -1.731
H -0.806 -1.883 -0.856
H -1.611 -0.358 -1.261
H -0.577 -0.945 1.538
H -2.168 -1.451 0.971
H -1.280 1.196 0.970

SMILES = NC(=O)NCCO
Energy relative to the best compared isomer or geometry (same formula, charge and spin) = 0.379 eV
LUMO = 0.715 eV
Molar mass = 104.11 Da
Frontier orbital gap = 10.512 eV
Calculated total energy = -10316.573 eV